Record 1
H3O2 as an isolated structure. Source: the OMol25 dataset; level of theory: ωB97M-V with the def2-TZVPD basis set.

Geometry as XYZ:
```
5
Properties=species:S:1:pos:R:3:forces:R:3
O -0.9136 0.7114 0.3853 0.0 0.1 0.0
H -1.4136 0.1434 0.9742 -0.1 -0.1 0.1
H 0.0000 0.0000 0.0000 0.0 0.0 0.0
O 0.9136 -0.7114 -0.3853 0.0 -0.1 0.0
H 1.4136 -0.1434 -0.9742 0.1 0.1 -0.1
```
Forces are in eV/Å.

As for the HOMO-LUMO gap: 9.1 eV. As for the charge: -1. As for the max |F|: 0.13 eV/A. As for the energy: -152.2827 hartree. The relative energy (zero: lowest compared OMol25 entry of this formula, charge and spin) comes out at 0.3 kJ/mol.

Record 2
One molecule with the formula C4H8NO3 in a non-equilibrium geometry. Source: the OMol25 dataset; level of theory: ωB97M-V with the def2-TZVPD basis set.

Geometry as XYZ:
```
16
Properties=species:S:1:pos:R:3:forces:R:3
C -0.2084 1.4584 -0.4816 -0.5 0.5 0.5
C 0.1976 0.0101 -0.2276 0.4 0.9 0.3
C 0.9729 -0.0930 1.1017 0.3 -0.8 -0.4
O 2.0605 0.8049 1.1021 -0.3 0.4 0.5
N -0.9807 -0.7975 -0.2118 0.1 -0.4 0.0
C -1.1907 -1.9455 -1.0763 0.1 1.2 -0.1
O -0.6101 -1.8361 -2.1569 -0.1 -0.2 -0.1
O -1.9397 -2.7936 -0.6149 -0.1 -0.5 0.4
H 0.6458 2.1192 -0.6071 0.2 -0.2 -0.1
H -0.8591 1.5508 -1.3382 0.0 -0.1 -0.4
H -0.7791 1.8548 0.3693 0.0 -0.1 0.0
H 0.8391 -0.2860 -1.0450 0.0 -0.4 -0.1
H 1.4230 -1.0874 1.1312 -0.2 -0.1 0.1
H 0.3008 -0.0133 1.9689 0.2 0.3 -0.1
H 1.8173 1.5811 1.6205 0.1 -0.1 -0.2
H -1.6891 -0.5270 0.4657 -0.2 -0.3 -0.3
```
Forces are in eV/Å.

As for the HOMO-LUMO gap (spin up / spin down): 11.1 / 6.6 eV. The spin multiplicity is 2. As for the max |F|: 1.20 eV/A. As for the energy: -437.6204 hartree. The expectation value of S² is 0.761. The relative energy (zero: lowest compared OMol25 entry of this formula, charge and spin) comes out at 68.8 kJ/mol.

Record 3
A 2-piece molecular cluster, C4H9NO3P overall in a non-equilibrium geometry. Source: the OMol25 dataset; level of theory: ωB97M-V with the def2-TZVPD basis set.

Geometry as XYZ:
```
18
Properties=species:S:1:pos:R:3:forces:R:3
C -2.4721 -1.0036 -0.3894 -1.1 -1.7 -0.3
C -2.1524 1.1716 0.2497 0.8 3.4 1.5
C -0.5892 0.0825 -1.1543 2.6 1.0 0.2
C 1.0364 -0.2727 0.7767 -3.2 -2.8 -1.5
N -1.8091 0.1439 -0.4750 -0.8 -2.2 1.6
O 3.1375 -1.7963 0.4242 -0.1 1.8 0.3
O 2.7332 0.0432 -1.3300 0.0 0.9 -0.2
O 3.3335 0.7074 1.0455 1.3 2.8 0.4
P 2.7011 -0.3811 0.0898 -0.6 -3.6 -1.2
H -2.0480 -1.9471 -0.7392 0.1 0.8 -0.2
H -3.3370 -1.0995 0.2776 0.4 0.5 -0.3
H -1.3593 1.9476 0.3481 -0.9 -0.5 -0.4
H -2.8250 1.0956 1.1158 0.2 -0.4 -0.8
H 3.2420 1.5884 0.5839 0.3 -1.4 0.7
H -0.7449 -0.4633 -2.1273 1.0 0.3 1.3
H -0.0463 1.0581 -1.1682 -0.8 -1.0 -0.5
H 0.5742 0.4409 1.4428 0.2 0.6 -0.2
H 0.6254 -1.3155 1.0293 0.6 1.6 -0.5
```
Forces are in eV/Å.

As for the HOMO-LUMO gap (spin up / spin down): 6.5 / 6.5 eV. As for the charge: -1. As for the max |F|: 4.50 eV/A. As for the energy: -779.5727 hartree. The relative energy (zero: lowest compared OMol25 entry of this formula, charge and spin) comes out at 568.9 kJ/mol.

Record 4
A 14-piece molecular cluster, C20H68O20 overall in a non-equilibrium geometry. Source: the OMol25 dataset; level of theory: ωB97M-V with the def2-TZVPD basis set.

Geometry as XYZ:
```
108
Properties=species:S:1:pos:R:3:forces:R:3
C 5.3409 -0.4663 0.5131 0.6 -0.8 0.0
C 5.0983 -1.9572 0.5625 0.4 -0.2 0.1
O 4.8437 -2.3030 1.9150 0.0 -0.2 -0.2
O 4.1422 0.2359 0.5117 -0.8 0.3 0.6
H 5.8307 -0.2384 -0.4179 0.5 0.4 -0.3
H 5.9778 -0.2302 1.3982 -0.2 0.1 -0.7
H 5.9619 -2.5085 0.1910 0.4 0.0 0.2
H 4.2935 -2.2880 -0.1051 -0.2 0.3 0.2
H 3.8985 -2.4966 1.9693 -0.1 -0.2 0.3
H 3.6855 0.0137 1.3524 -0.4 -0.2 -0.2
C 2.6717 3.6540 -0.0064 -0.4 -1.1 0.6
C 4.1312 3.3642 0.2915 -0.3 -1.2 -1.7
O 4.3125 2.7192 1.5224 0.0 0.9 1.0
O 2.0265 4.4521 0.9999 1.2 -2.0 2.5
H 2.2027 2.6478 -0.0914 -0.3 0.6 -0.1
H 2.5301 4.2397 -0.8851 0.2 0.1 -1.0
H 4.6466 4.3035 0.2487 0.7 0.4 0.6
H 4.5079 2.7472 -0.5886 -0.3 0.5 1.0
H 4.1037 1.7676 1.5466 0.2 0.5 -1.1
H 2.2790 3.9318 1.8554 -0.7 1.6 -1.8
C -3.8395 2.7663 -1.8489 -3.7 -0.1 -1.4
C -4.2379 3.1844 -3.3098 0.8 -1.2 1.4
O -3.2722 3.9374 -4.0427 -0.2 0.5 0.4
O -2.7079 2.0375 -1.7205 0.8 -1.4 1.0
H -4.6839 2.0693 -1.5598 0.7 0.6 -0.3
H -4.0402 3.6376 -1.2112 1.1 0.1 0.3
H -5.2224 3.6115 -3.0744 0.1 0.6 -1.0
H -4.3495 2.2639 -3.8980 -0.2 0.3 0.1
H -2.7747 4.5678 -3.4816 -0.5 -0.6 -0.1
H -1.9663 2.4915 -2.0872 1.3 1.2 -0.6
C 0.1239 4.1304 -3.3438 -0.1 -1.4 0.1
C 0.3273 2.7433 -3.9591 0.0 0.2 -1.1
O -0.8628 2.0557 -4.4237 0.9 0.1 0.4
O -0.9101 3.9430 -2.3629 0.5 0.7 0.0
H -0.1413 4.8925 -4.0536 -0.6 0.2 -0.6
H 1.1021 4.4727 -2.9827 -0.3 -0.2 0.6
H 0.7859 2.1020 -3.2226 -0.1 -0.3 0.5
H 1.0712 2.7988 -4.7831 -0.5 0.2 0.2
H -1.6114 2.6370 -4.5903 0.0 0.6 0.1
H -0.7123 4.3743 -1.5156 0.2 0.3 0.2
C -3.8000 -4.5301 2.8793 -0.6 0.6 -1.1
C -3.6161 -3.0634 3.0702 -0.8 0.3 1.0
O -2.8234 -2.4205 2.1356 1.4 1.0 0.2
O -4.6152 -4.7308 1.6924 0.9 1.0 0.7
H -4.2977 -4.9273 3.7431 -0.3 -0.3 0.5
H -2.8869 -5.0515 2.7155 1.1 -0.4 0.1
H -3.2715 -2.8246 4.0935 0.5 -0.3 -0.5
H -4.5994 -2.6083 3.0556 -0.6 0.0 -0.2
H -2.7944 -2.7926 1.2605 -0.7 -0.5 -0.5
H -4.9983 -5.5626 1.8822 -0.9 -1.4 -0.4
C 1.1946 -3.5446 1.4234 -0.8 0.3 1.0
C 0.5836 -2.1575 1.4754 -1.6 0.2 -1.1
O 0.3416 -1.8181 2.8230 -0.5 0.4 0.2
O 2.4409 -3.4863 2.0742 0.4 0.5 -0.1
H 1.3418 -3.9659 0.4565 -0.1 0.0 -1.1
H 0.5243 -4.2070 1.9785 -0.1 0.0 0.0
H -0.3903 -2.0252 0.9159 0.8 -0.8 0.3
H 1.1967 -1.3891 1.0117 0.6 -0.1 -0.3
H -0.4420 -1.2030 2.7925 0.6 -0.3 0.3
H 2.5295 -4.1941 2.7002 0.3 -0.4 0.5
C 1.8936 0.9267 3.2851 -0.5 0.1 -0.4
O 2.5116 -0.1670 2.6363 1.0 0.0 -0.2
H 1.0815 0.4799 3.8268 -0.7 0.4 0.5
H 2.5337 1.4894 3.9755 0.3 -0.5 -0.2
H 1.5183 1.6519 2.5367 0.0 -0.3 0.3
H 1.9078 -0.9379 2.6180 0.1 0.7 0.7
C 5.7495 -4.3572 5.0274 -1.9 -2.0 0.2
O 5.1111 -4.4897 3.7744 -0.4 0.4 -0.9
H 5.4761 -3.4489 5.5593 0.6 0.4 -0.1
H 5.2330 -5.1875 5.5986 0.9 0.8 -0.2
H 6.7882 -4.6258 4.9155 0.6 0.5 0.5
H 5.3463 -3.7937 3.1305 0.0 -0.1 0.5
C -1.1040 0.8610 1.1353 -1.7 0.0 1.9
O -1.5813 0.1637 2.3395 0.3 -0.2 -0.7
H -1.8051 0.6314 0.3551 0.1 0.0 -0.7
H -1.2004 1.9104 1.3941 0.3 0.3 -0.4
H -0.1043 0.5766 0.9192 0.9 -0.2 -0.4
H -2.3118 -0.4094 2.0580 0.2 -0.1 0.3
C -6.0514 -2.0558 -2.9334 -1.0 -1.4 -1.1
O -5.7132 -1.5803 -1.6836 0.4 0.3 0.4
H -6.6534 -1.3496 -3.4995 0.1 0.4 0.0
H -5.2124 -2.3729 -3.5675 0.2 0.3 0.2
H -6.6974 -2.9613 -2.8840 0.2 0.3 0.2
H -4.7862 -1.8246 -1.5148 -0.2 0.1 0.4
C -0.5516 6.3816 0.7520 -0.3 2.6 -0.4
O -0.4507 5.1252 0.2225 -1.3 -0.9 -1.1
H -1.2328 7.0028 0.1346 0.7 -0.2 0.1
H -0.9879 6.4225 1.7224 -0.5 -0.4 1.1
H 0.4528 6.8363 0.8601 -0.5 0.1 -0.3
H 0.3722 4.8502 0.5766 1.8 -1.5 0.4
C -1.6641 -0.9682 -3.2400 -0.8 -0.8 -1.9
O -1.6211 -0.3602 -2.0071 1.1 -0.1 1.9
H -0.6635 -1.3274 -3.5576 -0.5 0.0 0.3
H -2.4206 -1.8071 -3.2734 0.9 0.9 0.0
H -1.9902 -0.2358 -3.9637 0.0 0.1 -0.5
H -2.0453 0.5119 -1.9689 -0.5 0.2 -0.3
C -2.4876 -3.3479 -1.3090 -0.9 0.5 0.4
O -3.1727 -2.1213 -0.9115 -0.1 -2.4 0.1
H -1.5611 -3.4323 -0.7744 0.8 0.1 0.1
H -3.0798 -4.1798 -0.9376 -0.3 -0.1 -0.4
H -2.3008 -3.3921 -2.3939 -0.2 -0.2 0.6
H -2.5219 -1.4352 -0.9859 0.7 1.2 -0.4
C 1.9721 -0.7181 -2.3914 -1.7 -0.4 0.6
O 1.2075 0.2548 -1.6353 1.6 0.3 -0.4
H 2.9130 -0.9352 -1.8882 -0.1 0.2 0.0
H 1.2978 -1.5940 -2.3567 0.9 -0.3 -0.3
H 2.1381 -0.4801 -3.4528 0.0 0.4 0.3
H 0.2878 0.0168 -1.7143 -0.8 -0.1 -0.1
```
Forces are in eV/Å.

As for the HOMO-LUMO gap: 10.0 eV. As for the max |F|: 3.95 eV/A. As for the energy: -2307.3636 hartree. The relative energy (zero: lowest compared OMol25 entry of this formula, charge and spin) comes out at 0.0 kJ/mol.

Record 5
A 4-piece molecular cluster, C5H21N2O3 overall. Source: the OMol25 dataset; level of theory: ωB97M-V with the def2-TZVPD basis set.

Geometry as XYZ:
```
31
Properties=species:S:1:pos:R:3:forces:R:3
N 0.9668 0.9548 1.3323 0.9 -0.2 -0.2
C 0.0179 -0.1786 1.1377 -0.4 -0.2 0.4
C 0.6309 -1.5010 1.5545 0.1 -0.1 0.1
C 1.9281 -1.8660 0.8275 -0.3 0.2 -0.2
C 1.7642 -1.9872 -0.6820 -0.2 -0.4 -0.3
C -1.2427 0.1825 1.9266 -0.1 0.2 0.0
N -1.5756 1.5739 1.6348 -0.2 0.2 0.0
H 1.5628 1.1006 0.4994 -0.2 -0.1 0.1
H 0.3999 1.8036 1.4136 -0.4 0.3 0.2
H 1.5281 0.8315 2.1789 -0.1 0.1 -0.2
H -0.2214 -0.1873 0.0801 0.0 0.1 -0.2
H -0.1253 -2.2681 1.3756 0.0 -0.1 -0.1
H 0.7889 -1.5057 2.6388 0.0 0.1 0.0
H 2.2857 -2.8136 1.2243 0.1 0.0 0.1
H 2.6858 -1.1031 1.0315 0.2 -0.2 0.1
H 1.5233 -1.0483 -1.1820 0.2 0.1 0.1
H 0.9654 -2.6851 -0.9538 0.0 0.0 0.2
H 2.6643 -2.4036 -1.1331 0.1 0.2 0.0
H -2.0332 -0.5333 1.6866 0.0 0.0 -0.1
H -1.0472 0.0969 2.9970 0.0 0.0 0.0
H -1.8915 1.6789 0.6752 -0.2 0.0 0.0
H -2.2869 1.9534 2.2583 0.3 -0.2 -0.2
H 1.5334 2.0156 -2.0292 0.3 0.1 -0.2
H 0.1308 1.8224 -1.4327 0.5 0.0 0.2
O 1.0990 1.7965 -1.2053 -0.8 -0.1 -0.1
H -2.1386 0.0368 -4.5197 0.1 0.1 0.0
H -2.4585 -1.0282 -3.4954 -0.4 -0.9 0.2
O -2.0397 -0.1856 -3.5875 0.4 0.7 -0.3
H -1.7877 1.0512 -2.3793 -0.2 0.5 0.1
H -1.9923 2.6043 -2.1270 0.0 -0.3 0.0
O -1.6349 1.7917 -1.7462 0.2 -0.2 0.1
```
Forces are in eV/Å.

As for the HOMO-LUMO gap: 11.0 eV. As for the charge: +1. As for the max |F|: 0.98 eV/A. As for the energy: -538.1502 hartree. The relative energy (zero: lowest compared OMol25 entry of this formula, charge and spin) comes out at 0.0 kJ/mol.